Record 1
This record from OMol25 describes the molecule C4H9N3O at a distorted geometry. The level of theory is ωB97M-V/def2-TZVPD.

Geometry as XYZ:
```
17
Properties=species:S:1:pos:R:3
O 0.467 -3.349 -0.022
N 1.254 -2.254 0.416
N -0.140 1.599 -0.780
N 1.092 0.056 0.542
C 0.471 1.279 0.333
C 0.544 -1.142 0.401
C -0.306 2.894 -1.377
C -1.012 -1.262 0.654
H 0.510 2.316 1.080
H 0.148 3.027 -2.261
H -1.237 3.187 -1.098
H -1.696 -0.490 1.289
H 2.230 -2.399 -0.053
H -1.490 -1.395 -0.365
H -1.507 -2.270 1.226
H 0.439 3.731 -0.891
H 0.234 -3.527 0.906
```

Calculated values
frontier orbital gap	8.9	eV
HOMO energy	-8.3	eV
structure (SMILES)	C/N=C/N=C(\C)NO

Results of the Löwdin charge analysis, in e, for atoms 1 through 2: atom 1 (O): -0.055, atom 2 (N): -0.023

Record 2
This record from OMol25 describes C4H9N3O as an isolated structure at a distorted geometry. The level of theory is ωB97M-V/def2-TZVPD.

Geometry as XYZ:
```
17
Properties=species:S:1:pos:R:3
O -0.595 2.423 0.577
N -1.604 -1.184 -0.123
N 1.245 -0.245 0.709
N 0.684 -1.148 1.626
C -0.931 -0.070 -0.591
C -0.823 1.249 0.651
C 1.276 0.762 -1.459
C 0.504 0.140 -0.324
H 1.432 -1.762 1.941
H 0.742 1.579 -1.944
H -1.400 0.793 1.476
H 0.304 -0.639 2.422
H 1.476 0.000 -2.213
H -2.047 -1.759 -0.825
H -1.183 -1.636 0.688
H 2.222 1.146 -1.088
H -1.301 0.350 -1.524
```

Calculated values
frontier orbital gap	8.6	eV
HOMO energy	-7.8	eV

Results of the Löwdin charge analysis, in e, for atoms 1 through 2: atom 1 (O): 0.064, atom 2 (N): 0.051

Record 3
This record from OMol25 describes the molecule C4H9N3O at a distorted geometry. The level of theory is ωB97M-V/def2-TZVPD.

Geometry as XYZ:
```
17
Properties=species:S:1:pos:R:3
O -0.200 1.289 -0.318
N -0.306 -2.111 -0.488
N -2.125 -0.747 -1.135
N -0.200 -0.035 0.141
C 0.616 -0.081 1.405
C 1.696 0.939 1.050
C -0.924 -0.887 -0.585
C 1.136 1.648 -0.257
H 1.904 1.853 1.762
H 2.601 0.369 0.754
H -2.283 0.281 -1.205
H -0.939 -2.825 -0.763
H 1.551 0.996 -1.051
H 1.042 -1.110 1.539
H 1.138 2.743 -0.407
H -0.167 0.237 2.145
H 0.020 -2.320 0.463
```

Calculated values
frontier orbital gap	9.1	eV
HOMO energy	-8.3	eV
structure (SMILES)	[H]/N=C(/N)N1CCCO1

Results of the Löwdin charge analysis, in e, for atoms 1 through 2: atom 1 (O): -0.099, atom 2 (N): 0.114

Record 4
This record from OMol25 describes a 2-piece molecular cluster, C4H9N3O2 overall at a distorted geometry. The level of theory is ωB97M-V/def2-TZVPD.

Geometry as XYZ:
```
18
Properties=species:S:1:pos:R:3
O -1.253 -0.913 1.469
O -1.922 -1.471 -0.627
N 0.506 2.403 0.073
N -1.708 0.775 -0.085
N 0.668 -0.210 -0.117
C 0.412 1.269 -0.442
C -1.362 -0.647 0.095
C 0.697 0.317 -1.496
C 1.662 -1.023 0.530
H 1.664 0.418 -1.973
H -2.386 0.964 -0.810
H -1.608 -1.804 1.584
H 2.673 -0.687 0.298
H 0.545 2.444 1.087
H -0.013 -0.190 -2.142
H 1.541 -2.067 0.226
H 1.514 -0.966 1.607
H -1.631 1.388 0.722
```

Calculated values
frontier orbital gap	9.9	eV
HOMO energy	-9.2	eV
structure (SMILES)	[H]/N=C1/CN1C.NC(=O)O

Results of the Löwdin charge analysis, in e, for atoms 1 through 2: atom 1 (O): 0.031, atom 2 (O): 0.034

Record 5
This record from OMol25 describes the molecule C4H9N3O2 at a distorted geometry. The level of theory is ωB97M-V/def2-TZVPD.

Geometry as XYZ:
```
18
Properties=species:S:1:pos:R:3
O 1.297 1.596 -0.441
O 2.598 -0.212 -0.574
N -0.440 -1.135 0.219
N -2.448 -1.288 -0.844
N -1.552 0.790 -0.743
C 0.058 0.393 1.964
C -1.385 -0.538 -0.381
C 0.624 -0.409 0.877
C 1.573 0.303 -0.104
H -0.515 -0.234 2.720
H -0.641 1.169 1.606
H 1.332 -1.158 1.291
H -2.748 -0.990 -1.820
H -2.508 1.251 -0.523
H 2.175 1.864 -0.948
H 0.853 0.870 2.508
H -2.428 -2.329 -0.805
H -0.823 1.427 -0.474
```

Calculated values
frontier orbital gap	9.7	eV
HOMO energy	-9.0	eV
structure (SMILES)	C[C@@H](N=C(N)N)C(=O)O

Results of the Löwdin charge analysis, in e, for atoms 1 through 2: atom 1 (O): 0.042, atom 2 (O): 0.067

Record 6
This record from OMol25 describes a 2-piece molecular cluster, C4H9N3O2S overall at a distorted geometry. The level of theory is ωB97M-V/def2-TZVPD.

Geometry as XYZ:
```
19
Properties=species:S:1:pos:R:3
S 0.606 -0.460 -1.594
O -0.540 -1.276 -2.005
O 1.919 -0.985 -1.457
N -0.420 -0.497 1.105
N -1.449 1.525 0.962
N -0.628 1.456 0.034
C 0.105 0.281 0.095
C -1.587 0.230 1.631
C 0.581 1.093 -2.570
C 0.343 -1.482 1.816
H 0.964 0.853 -3.618
H 0.369 -1.135 2.863
H -0.219 -2.491 1.663
H -0.334 1.475 -2.466
H -2.423 -0.322 1.355
H 1.272 1.695 -2.114
H -1.474 0.453 2.713
H 1.584 1.082 0.393
H 1.332 -1.492 1.193
```

Calculated values
frontier orbital gap (alpha / beta)	8.4 / 8.4	eV
HOMO energy (alpha / beta)	-8.8 / -8.8	eV

Results of the Löwdin charge analysis, in e, for atoms 1 through 2: atom 1 (S): 0.657, atom 2 (O): -0.341

Quick rundown of calculated total energy, same order as above: -10805.659, -10808.190, -10808.414, -12855.936, -12859.302, -23688.924 eV